{"formula": "C20H28N4OS", "method": "ωB97M-V with the def2-TZVPD basis set", "symbols": ["C", "C", "O", "C", "C", "C", "N", "C", "N", "C", "C", "C", "C", "N", "C", "N", "C", "C", "H", "C", "H", "C", "H", "H", "H", "H", "H", "H", "C", "C", "C", "H", "H", "H", "H", "C", "C", "H", "H", "H", "H", "S", "H", "H", "H", "H", "H", "H", "H", "H", "H", "H", "H", "H"], "coordinates": [[0.317, 2.828, -0.293], [-0.540, 2.153, -1.360], [-1.823, 1.775, -0.914], [-2.733, 2.837, -0.688], [-4.151, 2.275, -0.572], [-4.349, 1.420, 0.683], [-3.493, 0.259, 0.667], [-3.915, -0.932, 0.192], [-2.966, -1.845, -0.154], [-1.581, -1.635, -0.226], [-0.885, -1.063, 0.817], [0.487, -0.793, 0.703], [1.165, -1.135, -0.498], [2.466, -0.875, -0.707], [3.159, -0.286, 0.251], [4.457, -0.030, -0.013], [5.406, 0.568, 0.900], [6.679, 0.709, 0.065], [6.668, 1.656, -0.474], [6.572, -0.452, -0.922], [6.864, -1.384, -0.438], [5.081, -0.471, -1.244], [4.838, 0.224, -2.056], [4.699, -1.456, -1.518], [7.187, -0.310, -1.808], [7.578, 0.665, 0.676], [5.577, -0.088, 1.765], [5.048, 1.536, 1.265], [2.577, 0.069, 1.502], [1.256, -0.179, 1.736], [0.626, 0.184, 3.046], [1.354, 0.655, 3.703], [-0.204, 0.874, 2.898], [0.239, -0.706, 3.539], [3.187, 0.529, 2.264], [0.441, -1.780, -1.524], [-0.895, -2.024, -1.393], [-1.447, -2.505, -2.188], [0.977, -2.059, -2.418], [-1.400, -0.838, 1.737], [-3.335, -2.654, -0.635], [-5.508, -1.359, 0.051], [-2.529, 0.486, 0.440], [-5.384, 1.076, 0.743], [-4.114, 2.007, 1.578], [-4.855, 3.107, -0.554], [-4.359, 1.662, -1.451], [-2.472, 3.378, 0.234], [-2.685, 3.546, -1.527], [-0.071, 1.215, -1.669], [-0.632, 2.811, -2.237], [0.375, 2.198, 0.591], [1.321, 2.972, -0.681], [-0.092, 3.796, -0.014]], "e_above_lowest_ev": 1.156, "homo_lumo_gap_ev": 7.77, "e_tot_ha": -1471.40189, "e_homo_ev": -7.41}

=====

{"formula": "C20H28NO3", "method": "ωB97M-V with the def2-TZVPD basis set", "symbols": ["C", "H", "H", "H", "O", "C", "C", "C", "C", "C", "C", "O", "C", "C", "H", "H", "O", "C", "H", "C", "N", "C", "H", "H", "H", "C", "C", "C", "C", "C", "C", "C", "H", "H", "H", "H", "H", "H", "H", "H", "H", "H", "H", "H", "H", "H", "H", "C", "H", "H", "H", "H"], "coordinates": [[-0.799, -1.842, -2.079], [0.168, -1.638, -2.537], [-1.569, -1.798, -2.852], [-0.789, -2.840, -1.630], [-0.989, -0.840, -1.103], [-2.249, -0.692, -0.577], [-3.275, -1.617, -0.706], [-4.520, -1.393, -0.131], [-4.732, -0.223, 0.585], [-3.719, 0.707, 0.726], [-2.482, 0.481, 0.149], [-1.436, 1.396, 0.313], [-1.594, 2.626, -0.379], [-1.172, 2.494, -1.854], [-1.920, 1.914, -2.399], [-1.094, 3.490, -2.305], [0.018, 1.754, -2.013], [1.224, 2.352, -1.582], [1.794, 2.710, -2.449], [2.026, 1.254, -0.875], [1.239, 0.688, 0.241], [1.332, 1.513, 1.453], [0.605, 1.169, 2.186], [1.117, 2.552, 1.223], [2.335, 1.441, 1.871], [1.578, -0.736, 0.536], [2.994, -0.922, 1.012], [3.285, -0.912, 2.373], [4.585, -1.080, 2.815], [5.610, -1.262, 1.902], [5.328, -1.291, 0.547], [4.028, -1.124, 0.104], [3.819, -1.173, -0.955], [6.120, -1.451, -0.168], [6.624, -1.395, 2.246], [4.796, -1.074, 3.873], [2.488, -0.793, 3.093], [1.404, -1.310, -0.374], [0.876, -1.081, 1.298], [0.231, 0.705, -0.074], [2.202, 0.464, -1.605], [2.983, 1.628, -0.510], [1.040, 3.206, -0.924], [-2.628, 2.977, -0.334], [-0.964, 3.344, 0.153], [-3.882, 1.614, 1.289], [-5.693, -0.037, 1.038], [-5.620, -2.392, -0.301], [-6.238, -2.119, -1.156], [-6.260, -2.415, 0.577], [-5.223, -3.388, -0.477], [-3.115, -2.530, -1.257]], "e_above_lowest_ev": 0.306, "charge": 1, "homo_lumo_gap_ev": 9.27, "e_tot_ha": -1059.13166, "e_homo_ev": -11.24}

=====

{"formula": "C20H28NO6", "method": "ωB97M-V with the def2-TZVPD basis set", "symbols": ["C", "C", "C", "C", "C", "C", "O", "O", "C", "C", "C", "O", "O", "C", "C", "H", "H", "H", "H", "H", "H", "H", "H", "H", "H", "H", "H", "H", "H", "H", "H", "H", "H", "H", "C", "C", "C", "C", "C", "C", "C", "N", "O", "O", "C", "C", "H", "H", "H", "H", "H", "H", "H", "H", "H"], "coordinates": [[-2.558, -3.878, 2.679], [-1.420, -2.912, 2.384], [-1.574, -2.128, 1.091], [-0.492, -1.047, 0.907], [-0.318, -0.084, 2.028], [1.008, 0.445, 2.275], [1.328, 1.471, 2.843], [1.938, -0.370, 1.680], [3.309, -0.024, 1.934], [4.195, -0.610, 0.866], [-1.459, 0.742, 2.435], [-1.589, 1.448, 3.420], [-2.452, 0.600, 1.511], [-3.594, 1.435, 1.741], [-4.630, 1.139, 0.683], [-2.360, -4.379, 3.625], [-3.511, -3.357, 2.770], [-2.657, -4.645, 1.910], [-1.306, -2.206, 3.211], [-0.477, -3.466, 2.329], [-1.466, -2.806, 0.231], [-2.562, -1.654, 1.015], [0.487, -1.517, 0.783], [-0.719, -0.501, -0.020], [3.418, 1.070, 1.956], [3.598, -0.436, 2.910], [5.223, -0.290, 1.052], [4.172, -1.700, 0.885], [3.913, -0.266, -0.131], [-4.007, 1.239, 2.737], [-3.296, 2.489, 1.672], [-5.477, 1.821, 0.811], [-4.248, 1.283, -0.334], [-5.023, 0.118, 0.758], [-3.102, 1.416, 9.548], [-1.953, 1.458, 8.584], [-1.958, 2.395, 7.534], [-0.956, 2.372, 6.582], [0.114, 1.445, 6.681], [1.125, 1.382, 5.669], [2.253, 0.608, 5.753], [3.440, 1.061, 5.186], [4.472, 0.330, 5.233], [3.443, 2.188, 4.642], [0.168, 0.585, 7.813], [-0.865, 0.586, 8.737], [-2.958, 0.604, 10.265], [-3.162, 2.359, 10.102], [-4.064, 1.275, 9.037], [-2.780, 3.112, 7.452], [-0.976, 3.028, 5.705], [1.005, 2.043, 4.831], [2.292, -0.360, 6.239], [1.013, -0.103, 7.906], [-0.856, -0.117, 9.575]], "e_above_lowest_ev": 1.479, "charge": -1, "homo_lumo_gap_ev": 4.98, "e_tot_ha": -1285.02807, "e_homo_ev": -3.18}